(1)
Computed, not measured: a structure of composition C24H48O24 at a distorted geometry, with ωB97M-V/def2-TZVPD.

Energy   -74784.132 eV
Orbital gap   7.77 eV
E_LUMO   0.48 eV
Max |F|   0.2699 hartree/bohr
Energy above the lowest of the compared OMol25 structures with the same formula, charge and spin   521.5 kcal per mole

Atoms and positions in Å:
C: -0.35 6.28 2.09
O: -1.54 5.83 1.39
C: -1.51 4.76 0.56
O: -0.60 3.90 0.50
O: -2.53 4.84 -0.25
C: -2.68 3.85 -1.33
H: 0.04 5.47 2.72
H: -0.56 7.18 2.67
H: 0.36 6.45 1.28
H: -1.67 3.59 -1.65
H: -3.29 4.37 -2.07
H: -3.13 3.02 -0.79
C: 1.76 -3.30 -3.10
O: 3.05 -2.84 -2.67
C: 4.11 -2.89 -3.47
O: 4.21 -3.38 -4.57
O: 5.17 -2.32 -2.80
C: 6.50 -2.48 -3.30
H: 1.07 -3.16 -2.27
H: 1.66 -4.37 -3.24
H: 1.44 -2.64 -3.91
H: 7.03 -1.54 -3.11
H: 6.53 -2.54 -4.39
H: 6.98 -3.32 -2.80
C: 2.04 -2.00 -0.13
O: 1.43 -0.83 -0.56
C: 0.62 -0.20 0.25
O: 0.32 -0.62 1.36
O: 0.19 0.95 -0.37
C: -0.70 1.88 0.22
H: 1.36 -2.74 0.29
H: 2.89 -1.80 0.53
H: 2.41 -2.43 -1.06
H: -0.43 2.16 1.24
H: -1.71 1.47 0.29
H: -0.91 2.78 -0.36
C: 6.65 -4.25 -0.43
O: 5.56 -3.40 -0.29
C: 5.69 -2.07 -0.51
O: 6.79 -1.50 -0.75
O: 4.50 -1.54 -0.48
C: 4.40 -0.17 -0.81
H: 6.86 -4.35 -1.49
H: 6.36 -5.25 -0.08
H: 7.55 -4.05 0.14
H: 5.16 0.35 -0.23
H: 3.41 0.12 -0.46
H: 4.62 -0.10 -1.87
C: 0.54 -0.92 4.00
O: -0.77 -1.25 3.80
C: -1.60 -1.57 4.84
O: -1.29 -1.95 5.97
O: -2.79 -1.50 4.33
C: -3.92 -1.76 5.19
H: 1.08 -1.63 4.63
H: 0.62 0.08 4.41
H: 1.15 -0.82 3.10
H: -3.85 -2.70 5.73
H: -4.87 -1.75 4.66
H: -3.88 -0.98 5.95
C: -1.16 0.44 -6.16
O: -0.30 0.10 -5.04
C: -0.86 -0.29 -3.84
O: -2.04 -0.47 -3.55
O: 0.12 -0.56 -3.04
C: -0.23 -0.94 -1.70
H: -1.79 -0.36 -6.54
H: -0.52 0.74 -6.99
H: -1.86 1.23 -5.87
H: 0.69 -1.23 -1.18
H: -0.79 -1.88 -1.77
H: -0.70 -0.17 -1.09
C: -1.96 -0.12 2.30
O: -1.72 -0.55 0.98
C: -2.82 -0.81 0.24
O: -4.01 -0.74 0.58
O: -2.39 -1.17 -1.03
C: -3.35 -1.46 -2.02
H: -2.01 -1.05 2.88
H: -2.75 0.57 2.60
H: -1.05 0.33 2.71
H: -3.40 -0.63 -2.71
H: -4.39 -1.50 -1.69
H: -3.15 -2.47 -2.39
C: -6.08 2.83 2.29
O: -4.91 2.19 2.48
C: -3.76 2.69 2.04
O: -3.66 3.71 1.37
O: -2.81 2.01 2.66
C: -1.45 2.46 2.56
H: -6.38 3.19 3.27
H: -6.78 2.06 1.94
H: -6.09 3.69 1.62
H: -0.77 1.61 2.58
H: -1.11 3.10 3.37
H: -1.29 3.01 1.63

Atom charges from the Mulliken analysis, given in e for atoms 1 to 4: -0.685, -0.367, 1.257, -0.618

=====

(2)
Computed, not measured: a cluster of 3 separate species, C24H49B4F8NO13 in total at a distorted geometry, with ωB97M-V/def2-TZVPD.

Energy   -78238.799 eV
Orbital gap   8.96 eV
Structure (SMILES)   CCOCCOCB1OB(CCOCC(F)(F)C(F)(F)C(F)(F)C(F)F)OB(B(N)O)O1.COCCOCCOC.COCCOCCOC
E_LUMO   -0.03 eV
Max |F|   0.0342 hartree/bohr

Atoms and positions in Å:
C: 4.28 2.52 5.85
C: 3.27 3.35 5.07
O: 2.19 3.69 5.94
C: 0.93 3.43 5.39
C: 0.58 1.94 5.37
O: -0.70 1.84 4.80
C: -1.31 0.60 5.15
B: -0.65 -0.61 4.36
O: -0.38 -0.43 3.02
B: -0.30 -1.61 2.31
C: -0.74 -1.62 0.80
C: 0.22 -0.71 -0.01
O: 0.30 -1.13 -1.36
C: 1.43 -1.91 -1.64
C: 1.01 -3.03 -2.61
F: -0.26 -3.33 -2.34
F: 1.04 -2.65 -3.87
C: 1.77 -4.37 -2.40
F: 1.73 -4.68 -1.10
F: 1.07 -5.30 -3.03
C: 3.21 -4.39 -2.98
F: 3.60 -3.19 -3.37
F: 3.20 -5.15 -4.06
C: 4.29 -4.98 -1.99
F: 5.08 -5.80 -2.68
F: 5.06 -3.99 -1.57
O: 0.20 -2.76 2.89
B: 0.08 -2.84 4.26
B: 0.46 -4.32 5.04
N: 0.05 -5.62 4.47
O: 1.13 -4.30 6.25
O: -0.36 -1.78 5.04
H: 4.84 1.90 5.16
H: 3.80 1.86 6.56
H: 4.99 3.15 6.37
H: 2.94 2.80 4.20
H: 3.78 4.25 4.74
H: 0.18 3.94 5.98
H: 0.81 3.81 4.37
H: 1.32 1.45 4.73
H: 0.61 1.54 6.38
H: -1.29 0.42 6.22
H: -2.35 0.68 4.83
H: -0.76 -2.62 0.37
H: -1.74 -1.22 0.68
H: 1.20 -0.61 0.45
H: -0.22 0.28 -0.02
H: 2.20 -1.29 -2.10
H: 1.84 -2.32 -0.71
H: 3.88 -5.55 -1.17
H: -0.96 -5.69 4.41
H: 0.38 -5.63 3.51
H: 2.04 -4.61 6.09
C: -0.99 10.42 4.26
O: -0.99 9.54 3.16
C: 0.23 8.82 3.01
C: -0.02 7.41 2.51
O: -0.61 6.53 3.46
C: -1.97 6.73 3.81
C: -2.97 6.42 2.72
O: -2.96 7.42 1.71
C: -3.21 6.92 0.42
H: -0.37 11.30 4.05
H: -2.02 10.73 4.43
H: -0.63 9.92 5.17
H: 0.77 8.77 3.96
H: 0.84 9.35 2.27
H: 0.96 6.97 2.28
H: -0.58 7.41 1.57
H: -2.13 7.73 4.22
H: -2.15 6.02 4.63
H: -3.97 6.38 3.16
H: -2.74 5.44 2.29
H: -2.57 6.05 0.20
H: -2.97 7.71 -0.29
H: -4.26 6.64 0.30
C: 1.55 -5.03 -7.24
O: 0.22 -5.51 -7.16
C: -0.40 -5.24 -5.91
C: -1.87 -4.93 -6.09
O: -2.15 -3.66 -6.67
C: -1.87 -3.47 -8.05
C: -2.79 -4.23 -8.99
O: -2.48 -5.62 -9.00
C: -3.62 -6.44 -9.17
H: 2.22 -5.67 -6.65
H: 1.85 -5.06 -8.28
H: 1.62 -3.99 -6.89
H: 0.09 -4.41 -5.40
H: -0.30 -6.15 -5.29
H: -2.31 -4.88 -5.08
H: -2.39 -5.73 -6.61
H: -0.82 -3.67 -8.27
H: -2.04 -2.41 -8.23
H: -2.64 -3.85 -10.01
H: -3.83 -4.06 -8.70
H: -4.42 -6.16 -8.48
H: -3.32 -7.46 -8.94
H: -3.98 -6.40 -10.20

Atom charges from the Mulliken analysis, given in e for atoms 1 to 4: -1.184, -0.237, -0.400, -0.792

=====

Among the records above, which one has the highest orbital gap?
C24H49B4F8NO13

=====

What is the formula in the second record?
C24H49B4F8NO13